#i
Molecular formula: H2NOP
Method: DFT, ωB97M-V with the def2-TZVPD basis set

Properties
total charge: 0
2S+1: 1
orbital gap: 0.3795 Eh
HOMO: -10.0 eV
E_LUMO: 0.0109 Eh
structure (SMILES): NP=O

Geometry as XYZ:
```
5
Properties=species:S:1:pos:R:3:mulliken_charge:R:1
N 0.647 -0.054 0.159 -0.510
P -0.996 -0.454 0.012 0.388
H 1.024 0.860 0.049 0.250
O -1.907 0.713 0.089 -0.443
H 1.232 -1.065 -0.309 0.316
```

***

#ii
Molecular formula: H2NOP
Method: DFT, ωB97M-V with the def2-TZVPD basis set

Properties
total charge: 0
2S+1: 1
orbital gap (spin up / spin down): 0.3031 / 0.3017 Eh
HOMO (spin up / spin down): -8.7 / -8.7 eV
E_LUMO (spin up / spin down): -0.0182 / -0.0184 Eh
structure (SMILES): O=NP

Geometry as XYZ:
```
5
Properties=species:S:1:pos:R:3:mulliken_charge:R:1
P -0.191 -0.198 0.779 0.042
H 0.509 -0.711 -0.232 0.096
N 1.281 0.258 1.349 0.113
H -0.533 0.919 -0.168 0.077
O 1.675 1.284 1.816 -0.327
```

***

Preferred: #i; penalty for the next structure: 361.6 kJ/mol.

***

#i
Molecular formula: C2H4ClNS
Method: DFT, ωB97M-V with the def2-TZVPD basis set

Properties
total charge: 0
2S+1: 1
orbital gap (spin up / spin down): 0.2685 / 0.2218 Eh
HOMO (spin up / spin down): -9.8 / -9.1 eV
E_LUMO (spin up / spin down): -0.0905 / -0.1138 Eh

Geometry as XYZ:
```
9
Properties=species:S:1:pos:R:3:mulliken_charge:R:1
S -2.163 1.214 -0.072 -0.214
H 0.141 2.274 0.218 0.242
C 0.001 -1.220 -0.045 -0.629
H 1.010 -1.660 0.135 0.233
N 0.176 0.240 0.141 -0.226
H -0.374 -1.547 -1.161 0.279
H -0.682 -1.560 0.788 0.318
C -0.512 1.299 0.026 0.211
Cl 2.402 0.961 -0.030 -0.214
```

***

#ii
Molecular formula: C2H4ClNS
Method: DFT, ωB97M-V with the def2-TZVPD basis set

Properties
total charge: 0
2S+1: 1
orbital gap: 0.3245 Eh
HOMO: -8.8 eV
E_LUMO: 0.0006 Eh
structure (SMILES): NC(=S)CCl

Geometry as XYZ:
```
9
Properties=species:S:1:pos:R:3:mulliken_charge:R:1
Cl -0.387 -1.431 -1.631 -0.263
H -1.717 0.190 -0.372 0.330
H 1.185 -1.288 0.292 0.235
H -0.611 0.941 -1.596 0.298
H 0.903 -0.631 1.846 0.271
N 1.034 -0.475 0.808 -0.396
S 0.058 1.992 1.058 -0.288
C 0.272 0.499 0.357 0.209
C -0.737 0.204 -0.761 -0.394
```

***

Preferred: #ii; penalty for the next structure: 313.8 kJ/mol.

***

#i
Molecular formula: CH3F2P
Method: DFT, ωB97M-V with the def2-TZVPD basis set

Properties
total charge: 0
2S+1: 1
orbital gap: 0.3730 Eh
HOMO: -9.4 eV
E_LUMO: 0.0259 Eh
structure (SMILES): FC(F)P

Geometry as XYZ:
```
7
Properties=species:S:1:pos:R:3:mulliken_charge:R:1
H 1.116 -1.686 0.283 0.069
P 1.386 -0.322 0.216 -0.082
F -1.406 -0.508 -1.035 -0.215
F -0.600 1.502 -1.176 -0.196
H -1.154 0.693 0.483 0.185
C -0.663 0.431 -0.446 0.176
H 1.321 -0.110 1.674 0.063
```

***

#ii
Molecular formula: CH3F2P
Method: DFT, ωB97M-V with the def2-TZVPD basis set

Properties
total charge: 0
2S+1: 1
orbital gap: 0.3499 Eh
HOMO: -9.7 eV
E_LUMO: -0.0071 Eh
structure (SMILES): [H]/P=C/F.F

Geometry as XYZ:
```
7
Properties=species:S:1:pos:R:3:mulliken_charge:R:1
H 0.102 -0.413 1.011 0.076
F 1.470 0.795 -2.015 -0.222
P 0.862 -0.761 -0.047 -0.171
C 0.748 0.751 -0.813 -0.001
H -1.775 -1.395 0.844 0.411
H 0.402 1.699 -0.470 0.324
F -1.809 -0.677 1.489 -0.418
```

***

Preferred: #i; penalty for the next structure: 13.8 kJ/mol.

***

#i
Molecular formula: C35H30N3O9Ru
Method: DFT, ωB97M-V with the def2-TZVPD basis set

Properties
<S²>: 8.79
total charge: 0
2S+1: 6
orbital gap (spin up / spin down): 0.2083 / 0.2585 Eh
HOMO (spin up / spin down): -5.7 / -7.5 eV
E_LUMO (spin up / spin down): -0.0023 / -0.0182 Eh

Geometry as XYZ:
```
78
Properties=species:S:1:pos:R:3:mulliken_charge:R:1
O 5.824 -0.252 6.323 -0.489
O 2.914 -0.385 0.846 -0.197
N -0.393 -1.445 -1.308 0.534
C -4.609 0.310 2.063 -0.881
C 1.694 -4.993 -2.183 -0.520
H 0.818 -4.813 -4.137 0.389
H -2.437 2.859 -2.083 0.477
C 2.284 0.105 -0.330 0.540
C -2.598 1.291 1.182 0.114
C -3.634 -0.059 -2.409 -0.795
C 4.579 -0.542 3.015 -0.937
C 2.338 -0.058 2.023 0.993
C -1.747 -1.390 -1.689 -0.376
H 1.124 -2.858 0.385 0.406
H 3.187 0.606 6.508 0.434
C -4.491 -1.124 -2.176 -0.564
H -1.596 0.617 -2.430 0.753
H -0.420 -2.758 -3.604 0.477
H -4.439 2.365 1.513 0.529
N -1.943 0.085 1.248 0.525
C -1.825 2.341 0.628 -0.074
C -2.614 -2.470 -1.478 0.180
O -2.306 -3.342 2.216 -0.540
C 1.075 -3.272 -0.613 -0.276
C 0.894 -4.387 -3.145 -0.638
C -2.601 -0.967 1.734 1.358
C 5.347 -0.552 4.146 0.788
H 1.726 0.624 4.470 0.544
C -1.732 -2.193 1.839 0.118
C 0.281 -2.651 -1.577 -0.306
C -2.038 3.686 -2.658 -0.134
C -2.272 -0.194 -2.187 -0.429
C -3.951 1.404 1.593 -0.866
H 0.821 4.715 -4.149 0.351
O -0.547 -2.158 1.617 -0.487
C 6.988 -0.735 5.650 -0.245
O 1.815 1.245 -0.331 -0.482
O 6.652 -0.935 4.280 -0.502
C 2.830 -0.572 -1.552 -1.481
H 3.167 -1.583 -1.351 0.259
C 2.754 0.300 4.407 -0.643
C -3.915 -0.930 2.154 -1.133
H -3.876 4.769 -2.639 0.394
O -2.388 3.566 0.563 -0.528
H 4.965 -0.855 2.058 0.532
O -0.648 2.177 0.200 -0.694
C -2.847 4.765 -2.976 -0.679
C -2.353 5.828 -3.718 -0.583
H 3.669 0.037 -1.898 0.528
C -0.704 3.654 -3.073 0.396
Ru -0.018 -0.026 0.065 2.340
H -4.428 -1.790 2.560 0.283
H -1.779 4.115 0.045 0.447
H -2.219 -3.406 -1.103 0.538
H 2.384 -4.896 -0.155 0.421
H -3.259 -3.221 2.310 0.304
C 3.558 0.291 5.545 -1.022
H -5.552 -1.022 -2.357 0.424
C 1.777 -4.428 -0.920 -0.986
H 7.284 -1.688 6.093 0.254
O 1.153 0.208 2.102 -0.982
H 7.779 0.014 5.724 0.259
C 4.851 -0.143 5.378 0.967
C 0.194 -3.231 -2.848 -0.235
C 3.251 -0.104 3.173 -0.045
H -2.989 6.667 -3.967 0.380
H -4.019 0.880 -2.787 0.477
H -5.644 0.373 2.369 0.422
C -0.211 4.726 -3.819 -0.447
H 2.241 -5.896 -2.418 0.404
H 1.082 2.728 -2.807 0.282
C -1.030 5.796 -4.137 -0.486
H -0.626 6.616 -4.716 0.370
H -0.162 2.107 -1.911 -0.071
C -3.968 -2.331 -1.725 -0.831
N 0.089 2.550 -2.781 -0.250
H -4.626 -3.174 -1.554 0.396
H 2.067 -0.586 -2.328 0.251
```

***

#ii
Molecular formula: C35H30N3O9Ru
Method: DFT, ωB97M-V with the def2-TZVPD basis set

Properties
<S²>: 8.81
total charge: 0
2S+1: 6
orbital gap (spin up / spin down): 0.2283 / 0.1993 Eh
HOMO (spin up / spin down): -6.2 / -7.3 eV
E_LUMO (spin up / spin down): -0.0001 / -0.0696 Eh

Geometry as XYZ:
```
78
Properties=species:S:1:pos:R:3:mulliken_charge:R:1
C -2.630 0.631 3.008 1.024
C -3.656 -2.223 -1.409 -1.127
C -1.109 1.587 -4.058 -1.161
O -1.988 2.766 -6.037 -0.521
H 2.566 2.296 3.460 0.424
C -1.955 2.453 -7.424 -0.242
O 0.481 -0.827 -1.862 -0.527
C 0.257 -1.953 1.267 -1.670
C -0.607 3.000 0.669 0.927
N 2.779 0.024 -0.176 0.099
C 2.109 -3.466 1.010 -0.886
O -0.573 1.092 -1.408 -0.618
C -0.344 -0.389 -5.953 -1.074
C 2.462 -3.265 2.337 -0.573
C 4.958 0.984 -0.591 -0.473
H 4.706 1.122 -1.635 0.408
C 4.366 0.237 1.618 -0.096
H -4.677 -4.112 -1.413 0.414
O 1.210 1.217 1.996 -0.191
H -2.974 2.428 -7.814 0.248
C 6.526 1.239 1.227 -0.525
C 4.021 0.395 0.268 0.356
H -2.244 0.439 6.380 0.419
H -2.703 3.408 0.424 0.186
H -0.060 -1.133 -6.683 0.433
C 5.601 0.656 2.082 -0.773
H 3.654 -0.226 2.292 0.465
H 2.614 -0.133 -1.155 0.218
C -1.772 3.625 -0.100 -0.914
C 0.889 1.578 3.108 0.337
C -2.650 -1.465 -0.852 -0.232
H 0.033 1.351 5.706 0.564
H -1.343 3.190 -7.950 0.251
H -3.262 -5.081 0.372 0.416
H 0.739 -2.942 -0.569 0.515
C -3.878 -3.527 -0.977 -0.515
O -3.170 0.929 0.759 -0.556
Ru -0.864 0.982 0.573 0.808
H 0.003 -1.108 3.220 0.437
C -2.050 -3.339 0.572 -0.286
C -2.010 0.629 5.342 -0.939
C -1.361 1.729 -5.395 1.247
O -4.782 0.098 2.037 -0.555
H 1.963 -2.272 4.173 0.427
C -0.140 0.163 -2.219 0.570
C -3.518 0.552 1.902 0.405
H -1.594 4.699 -0.145 0.415
H 2.227 -0.558 0.432 -0.477
C 1.702 -2.419 3.133 -0.845
C -3.078 -4.075 0.020 -0.784
C -2.931 0.375 4.370 -1.034
C -0.731 1.132 4.976 -0.855
H 2.706 -4.116 0.383 0.402
N -1.359 1.060 2.664 0.618
H 3.328 -3.764 2.749 0.403
H -1.395 2.338 -3.338 0.351
C -0.473 1.298 3.640 -0.047
C 0.611 -1.751 2.601 0.386
H 7.491 1.561 1.593 0.374
C -0.079 -0.547 -4.593 -0.548
O 0.218 3.663 1.224 -0.553
H -4.946 -0.171 2.948 0.260
H 5.846 0.516 3.129 0.386
H -4.278 -1.793 -2.182 0.459
H -3.901 -0.016 4.652 0.243
C 1.003 -2.829 0.473 0.698
C -1.811 -2.014 0.143 0.158
H 0.427 -1.432 -4.234 0.491
C -0.451 0.413 -3.662 0.061
O 1.726 2.187 3.937 -0.572
H -1.441 -3.762 1.358 0.470
N -0.822 -1.252 0.701 1.689
O -1.366 1.162 -7.574 -0.496
H -2.494 -0.451 -1.188 0.470
C -0.989 0.767 -6.322 0.861
H -1.841 3.199 -1.099 0.016
C 6.189 1.394 -0.112 -0.514
H 6.895 1.846 -0.798 0.371
```

***

Preferred: #i; penalty for the next structure: 16.4 kJ/mol.

***

#i
Molecular formula: C3H9N3O6
Method: DFT, ωB97M-V with the def2-TZVPD basis set

Properties
total charge: 0
2S+1: 1
orbital gap: 0.3817 Eh
HOMO: -10.5 eV
E_LUMO: -0.0029 Eh
structure (SMILES): C[N+](=O)[O-].C[N+](=O)[O-].C[N+](=O)[O-]

Geometry as XYZ:
```
21
Properties=species:S:1:pos:R:3:mulliken_charge:R:1
H 0.922 -2.192 -0.368 0.279
H -0.090 2.496 2.340 0.305
O 2.778 1.196 2.769 -0.494
H -0.559 -1.229 0.008 0.222
C -0.021 -2.162 0.178 -0.638
N 1.583 1.286 2.396 0.748
N -0.883 -0.197 -3.120 0.836
H 1.144 3.172 3.447 0.278
C 0.696 2.258 3.057 -0.713
O 0.136 -0.070 -2.471 -0.501
O -1.722 -1.030 -2.927 -0.513
H -0.427 1.282 -4.560 0.270
N 0.242 -2.375 1.614 0.873
H -0.642 -3.022 -0.072 0.334
H -2.073 0.611 -4.722 0.284
O -0.776 -2.528 2.271 -0.560
O 1.351 -2.313 2.123 -0.507
H 0.180 1.665 3.813 0.298
O 1.031 0.595 1.528 -0.432
H -1.576 1.655 -3.284 0.278
C -1.293 0.900 -4.018 -0.646
```

***

#ii
Molecular formula: C3H9N3O6
Method: DFT, ωB97M-V with the def2-TZVPD basis set

Properties
total charge: 0
2S+1: 1
orbital gap: 0.3862 Eh
HOMO: -10.5 eV
E_LUMO: -0.0009 Eh
structure (SMILES): C[N+](=O)[O-].C[N+](=O)[O-].C[N+](=O)[O-]

Geometry as XYZ:
```
21
Properties=species:S:1:pos:R:3:mulliken_charge:R:1
C -1.264 0.887 -4.058 -0.680
H -0.360 1.227 -4.557 0.284
H -0.131 2.534 2.503 0.296
C -0.037 -2.153 0.175 -0.683
H 0.274 1.636 3.931 0.289
C 0.704 2.243 3.134 -0.708
H 0.900 -2.163 -0.370 0.288
O -0.750 -2.542 2.314 -0.572
H -0.658 -3.001 -0.097 0.342
H -1.991 0.534 -4.776 0.290
N 0.238 -2.351 1.620 0.907
H 1.240 3.106 3.505 0.279
O -1.725 -1.083 -2.939 -0.518
H -0.570 -1.222 0.033 0.230
N -0.919 -0.181 -3.080 0.845
O 0.104 -0.049 -2.439 -0.490
O 1.367 -2.306 2.045 -0.509
N 1.536 1.310 2.349 0.831
O 2.704 1.227 2.609 -0.524
H -1.622 1.695 -3.423 0.276
O 0.961 0.650 1.521 -0.474
```

***

Preferred: #ii; penalty for the next structure: 35.4 kJ/mol.

***

#i
Molecular formula: C5H6N2S
Method: DFT, ωB97M-V with the def2-TZVPD basis set

Properties
total charge: 0
2S+1: 1
orbital gap: 0.3147 Eh
HOMO: -9.2 eV
E_LUMO: -0.0249 Eh
structure (SMILES): N#CC1(C=S)CNC1

Geometry as XYZ:
```
14
Properties=species:S:1:pos:R:3:mulliken_charge:R:1
N 1.865 -2.332 -0.252 -0.432
S -2.759 -0.900 -0.200 -0.178
H 1.521 0.684 1.000 0.325
C -1.273 -1.082 0.462 -0.592
H 0.958 0.680 -1.707 0.330
C 0.002 0.621 -1.160 -0.712
C 0.043 -0.483 -0.029 1.320
H -1.155 -1.690 1.387 0.328
H 0.406 2.509 -0.170 0.250
N -0.129 1.618 -0.043 -0.442
C 1.029 -1.549 -0.230 -0.160
H -0.088 0.662 1.882 0.340
H -0.819 0.576 -1.841 0.314
C 0.398 0.686 0.900 -0.690
```

***

#ii
Molecular formula: C5H6N2S
Method: DFT, ωB97M-V with the def2-TZVPD basis set

Properties
total charge: 0
2S+1: 1
orbital gap: 0.2623 Eh
HOMO: -8.0 eV
E_LUMO: -0.0318 Eh

Geometry as XYZ:
```
14
Properties=species:S:1:pos:R:3:mulliken_charge:R:1
H -3.069 1.093 0.509 0.321
N 2.417 -1.146 -0.074 -0.236
C 1.691 -1.813 0.624 0.063
C -1.345 -0.236 0.274 0.364
H -1.597 1.922 0.989 0.280
S -2.079 -1.621 0.814 -0.297
C 0.788 0.473 -0.606 0.206
H -1.848 1.591 -0.751 0.242
C -1.996 1.100 0.320 -0.957
C 2.156 0.005 -0.657 -0.674
H 0.484 1.394 -1.083 0.305
N -0.025 -0.362 -0.004 -0.364
H 1.456 -2.854 0.841 0.323
H 2.967 0.455 -1.195 0.423
```

***

#iii
Molecular formula: C5H6N2S
Method: DFT, ωB97M-V with the def2-TZVPD basis set

Properties
total charge: 0
2S+1: 1
orbital gap: 0.3293 Eh
HOMO: -8.8 eV
E_LUMO: 0.0076 Eh
structure (SMILES): [H]/N=C/n1cccc1S

Geometry as XYZ:
```
14
Properties=species:S:1:pos:R:3:mulliken_charge:R:1
C -0.971 -0.030 -0.236 0.035
C -1.231 1.349 -0.115 -0.333
S -2.177 -1.236 -0.085 -0.335
H 2.130 1.109 -0.213 0.381
H 0.115 -2.312 -0.238 0.151
C 1.044 1.187 -0.104 -0.248
N 2.222 -1.575 0.123 -0.598
H 0.002 3.140 0.234 0.431
C -0.037 2.097 0.082 -0.666
H -2.363 -1.258 1.371 0.171
C 0.938 -1.339 -0.151 0.164
H -2.251 1.666 -0.202 0.438
N 0.386 -0.077 -0.190 0.118
H 2.193 -2.719 -0.277 0.292
```

***

Preferred: #i; penalty for the next structure: 49.8 kJ/mol.